ORCA calculation (the ωB97M-V functional and the def2-TZVPD basis) on C20H21N5O6 in the gas phase.

XYZ file:
```
52
Properties=species:S:1:pos:R:3:forces:R:3
C -6.004 -2.234 1.192 0.21 0.13 0.03
C -4.738 -1.407 1.018 -0.11 -0.01 -0.21
H -4.823 -0.478 1.585 0.08 0.02 0.01
H -3.874 -1.961 1.391 0.05 0.05 0.01
C -4.505 -1.066 -0.455 -0.38 -0.13 0.36
N -3.277 -0.313 -0.628 -0.21 0.56 -0.16
N -2.194 -1.040 -0.813 1.04 -0.58 -0.10
C -1.040 -0.482 -0.983 -0.52 0.07 0.08
C -0.859 0.947 -0.953 -0.39 0.37 0.05
C 0.368 1.597 -1.134 0.09 0.01 -0.02
C 0.450 2.966 -1.018 0.00 -0.08 0.01
C -0.686 3.722 -0.729 -0.12 0.00 0.00
C -1.906 3.105 -0.572 -0.07 -0.04 0.01
C -2.006 1.716 -0.681 0.45 -0.06 -0.08
C -3.308 1.069 -0.510 0.03 -0.07 -0.07
O -4.353 1.652 -0.294 -0.09 0.13 0.07
H -2.804 3.664 -0.360 -0.06 0.05 0.02
H -0.604 4.794 -0.633 -0.01 0.09 0.01
H 1.402 3.459 -1.138 0.09 0.02 -0.01
H 1.240 1.011 -1.379 0.07 -0.02 -0.03
C 0.133 -1.394 -1.110 0.00 0.00 -0.32
O 1.055 -1.227 -1.876 -0.40 -0.07 -0.12
O 0.060 -2.359 -0.209 -0.16 -0.15 0.09
C 1.167 -3.240 -0.065 0.18 -0.51 -0.14
C 2.536 -2.615 -0.305 -0.08 0.14 0.27
O 3.343 -3.249 -0.978 -0.09 -0.21 -0.02
C 2.811 -1.304 0.252 0.33 -0.01 0.05
C 3.832 -0.536 -0.324 -0.40 -0.33 0.40
N 4.720 -1.086 -1.152 0.05 0.07 -0.29
H 5.287 -0.521 -1.759 -0.02 0.03 0.07
H 4.507 -2.062 -1.392 0.11 0.13 0.07
N 3.936 0.792 -0.032 0.16 -0.02 -0.18
C 3.063 1.440 0.842 -0.04 -0.18 -0.03
O 3.131 2.635 1.021 -0.01 0.26 0.08
N 2.162 0.648 1.487 -0.17 0.10 0.18
C 1.976 -0.730 1.280 0.51 -0.02 -0.08
O 1.179 -1.332 1.970 -0.08 -0.11 0.06
C 1.299 1.319 2.443 -0.18 0.12 0.26
H 0.729 0.553 2.964 0.06 0.12 -0.06
H 0.627 2.002 1.921 0.01 0.01 0.02
H 1.906 1.890 3.144 -0.06 0.00 -0.02
C 4.961 1.606 -0.656 0.16 0.27 -0.01
H 4.816 1.656 -1.737 0.03 -0.01 0.00
H 5.953 1.215 -0.425 -0.01 -0.01 -0.04
H 4.864 2.609 -0.242 0.07 -0.16 -0.11
H 1.106 -3.603 0.964 0.02 0.05 -0.19
H 1.064 -4.076 -0.767 0.06 0.19 0.10
H -4.413 -1.979 -1.045 0.01 0.12 -0.02
H -5.325 -0.452 -0.832 0.09 -0.12 -0.01
H -6.160 -2.468 2.242 -0.09 -0.07 0.07
H -5.931 -3.168 0.639 -0.05 -0.13 -0.04
H -6.870 -1.685 0.830 -0.15 0.01 -0.03
```
Positions in Å, forces in eV/Å.

Properties
Kohn-Sham gap in eV: 8.8
Energy above the lowest of the compared OMol25 structures with the same formula, charge and spin in kcal per mole: 2.5
Highest occupied orbital energy in hartree: -0.3210
SMILES: CCCn1nc(C(=O)OCC(=O)c2c(N)n(C)c(=O)n(C)c2=O)c2ccccc2c1=O

Results of the Mulliken charge analysis, in e, for atoms 1 through 6: atom 1 (C): -1.28, atom 2 (C): -0.10, atom 3 (H): 0.28, atom 4 (H): 0.26, atom 5 (C): -0.95, atom 6 (N): 0.62

***

ORCA calculation (the ωB97M-V functional and the def2-TZVPD basis) on 3 unconnected molecules or ions with the total composition C20H22BIN4O9.

XYZ file:
```
57
Properties=species:S:1:pos:R:3:forces:R:3
C -2.645 1.912 -0.391 -0.48 1.02 -0.61
C -2.192 3.471 -0.174 -0.09 -1.13 0.97
C -1.465 3.550 1.281 -0.58 0.89 -0.54
C -2.636 3.491 2.430 1.65 1.19 -2.28
O -2.208 2.473 3.382 -2.73 -0.12 1.46
C -3.264 2.056 4.256 -1.32 0.25 1.38
C -4.387 3.217 4.504 -1.64 4.19 -0.36
N -5.035 4.243 4.599 3.44 -6.13 -0.62
O -4.008 0.898 3.805 2.57 0.52 -1.32
B -3.221 0.015 2.965 0.03 -1.13 -1.81
O -1.907 -0.501 3.255 -2.53 0.11 0.21
O -3.859 -0.428 1.725 -0.35 0.77 3.63
C -2.716 1.677 5.763 0.40 -1.02 0.48
O -1.407 1.078 5.749 -1.95 -0.43 0.20
I -2.489 3.581 6.859 0.18 -0.77 0.00
C -3.779 0.762 6.543 -3.60 -0.35 1.65
N -4.718 0.280 7.145 5.40 2.41 -3.33
H -3.592 1.708 0.245 1.80 0.09 -0.94
H -2.971 1.788 -1.489 0.54 0.01 1.65
H -1.787 1.178 -0.159 -1.46 1.23 -0.27
H -1.516 3.841 -1.028 -1.00 -0.61 1.42
H -3.145 4.129 -0.108 1.61 -0.97 -0.36
H -0.955 4.593 1.338 -0.63 -1.95 0.13
H -0.688 2.703 1.412 -1.35 1.44 -0.17
H -3.600 3.225 1.869 1.18 0.26 1.33
H -2.655 4.564 2.877 -0.38 -2.15 -0.29
H -1.956 -1.485 3.276 0.15 1.05 -0.43
H -4.831 -0.303 1.913 1.26 -0.02 -0.73
H -1.465 0.121 6.011 -0.09 1.32 -0.48
C 0.438 -4.471 -1.180 -0.02 0.06 -0.09
C 0.368 -3.924 -2.458 -0.09 0.07 0.33
C 0.383 -2.543 -2.627 -0.10 0.10 0.01
C 0.471 -1.718 -1.506 -0.03 -0.91 0.03
C 0.534 -2.260 -0.222 0.03 0.00 0.16
C 0.516 -3.642 -0.064 0.00 0.14 -0.25
N 0.512 -0.264 -1.679 0.00 0.64 -0.17
O 0.437 0.178 -2.819 0.06 -0.27 0.73
O 0.624 0.428 -0.674 -0.07 -0.37 -0.55
H 0.432 -5.550 -1.053 -0.01 0.14 -0.02
H 0.306 -4.575 -3.324 0.05 0.16 0.09
H 0.328 -2.130 -3.628 0.04 0.10 0.24
H 0.598 -1.625 0.656 -0.01 0.08 -0.27
H 0.567 -4.074 0.931 0.00 0.10 -0.11
C 7.023 -0.840 -3.837 -0.04 -0.01 -0.01
C 6.430 -1.799 -3.020 -0.11 0.11 -0.23
C 5.179 -2.314 -3.345 -0.02 -0.06 0.05
C 4.531 -1.863 -4.495 0.78 0.32 0.23
C 5.117 -0.898 -5.313 -0.03 0.04 -0.09
C 6.367 -0.387 -4.978 -0.09 -0.20 0.19
N 3.225 -2.421 -4.855 -0.55 -0.20 -0.25
O 2.733 -3.254 -4.102 0.42 0.45 -0.54
O 2.701 -2.026 -5.888 0.30 -0.25 0.68
H 8.002 -0.445 -3.583 -0.14 -0.05 -0.03
H 6.945 -2.148 -2.131 -0.12 0.02 -0.11
H 4.728 -3.061 -2.700 -0.09 0.11 -0.24
H 4.618 -0.538 -6.207 -0.08 -0.19 0.19
H 6.833 0.363 -5.610 -0.11 -0.10 0.06
```
Positions in Å, forces in eV/Å.

Properties
Kohn-Sham gap in eV: 9.0
Highest occupied orbital energy in hartree: -0.3577
SMILES: CCCCO[C@@](C#N)(OB(O)O)[C@@](O)(I)C#N.O=[N+]([O-])c1ccccc1.O=[N+]([O-])c1ccccc1

Results of the Mulliken charge analysis, in e, for atoms 1 through 6: atom 1 (C): -0.51, atom 2 (C): -0.72, atom 3 (C): -0.37, atom 4 (C): -0.51, atom 5 (O): -0.32, atom 6 (C): 1.18

***

ORCA calculation (the ωB97M-V functional and the def2-TZVPD basis) on a molecular structure, C20H22Br2IrNOS3SbSi2.

XYZ file:
```
53
Properties=species:S:1:pos:R:3:forces:R:3
Ir -0.410 0.101 -1.153 1.44 0.76 -1.09
C -2.204 -0.198 2.134 0.14 0.00 -0.53
Si -0.572 0.149 1.201 -0.18 0.47 -0.26
C 0.643 -1.031 2.104 0.02 0.07 -0.53
C -0.081 1.909 1.784 0.01 -0.32 -0.17
C 0.064 2.230 3.133 0.01 0.06 0.13
C 0.450 3.503 3.532 0.02 -0.03 0.03
C 0.701 4.476 2.573 0.00 0.06 -0.06
C 0.551 4.168 1.228 -0.01 0.08 0.13
C 0.158 2.894 0.818 0.11 -0.02 -0.32
Si -0.023 2.435 -1.034 -0.75 -0.01 0.19
C -1.303 3.685 -1.717 0.26 -0.16 0.14
C 1.636 2.986 -1.809 -0.08 -0.25 0.10
H -2.039 -0.025 3.201 0.11 0.00 0.01
H -2.543 -1.230 2.013 -0.03 0.00 -0.01
H -3.007 0.461 1.803 -0.01 -0.04 -0.07
H 0.600 -0.875 3.184 -0.05 0.07 0.01
H 1.672 -0.864 1.773 0.02 -0.02 0.01
H 0.390 -2.077 1.904 0.00 -0.02 0.00
H -0.125 1.477 3.894 0.00 0.00 0.00
H 0.562 3.738 4.586 -0.01 -0.02 0.00
H 1.014 5.470 2.876 -0.02 0.00 0.00
H 0.745 4.935 0.483 0.00 0.01 0.01
H -0.922 4.709 -1.642 0.05 0.00 0.02
H -2.232 3.625 -1.149 -0.02 -0.05 -0.03
H -1.541 3.479 -2.763 0.01 -0.04 0.00
H 1.788 4.063 -1.687 -0.08 0.03 0.01
H 1.687 2.752 -2.875 -0.03 0.00 -0.03
H 2.460 2.465 -1.318 0.02 -0.03 -0.04
C -2.336 -2.721 -1.070 -0.06 -0.32 0.05
C -0.888 -3.090 -1.084 -0.20 1.09 -0.12
C -0.490 -4.423 -1.003 0.81 -0.76 0.05
C 0.844 -4.758 -0.985 -0.77 0.13 0.00
C 1.798 -3.734 -1.067 0.21 0.41 -0.05
C 3.196 -3.925 -1.051 0.52 -0.19 -0.02
Br 3.924 -5.686 -0.819 -0.08 0.11 -0.03
C 4.081 -2.887 -1.196 -0.35 -0.38 0.01
C 3.585 -1.599 -1.360 -0.11 0.37 -0.07
Br 4.804 -0.154 -1.572 -0.09 -0.17 0.02
C 2.216 -1.296 -1.358 0.60 0.65 0.02
O 1.786 -0.094 -1.499 -0.88 -0.28 0.91
C 1.321 -2.402 -1.196 -0.16 -0.44 0.03
N -0.005 -2.096 -1.189 -0.45 -0.99 0.00
H -2.958 -3.602 -0.914 -0.01 -0.01 0.04
H -2.620 -2.254 -2.013 -0.01 0.14 0.09
H -2.541 -2.001 -0.277 -0.04 0.09 -0.10
H -1.243 -5.197 -0.960 -0.05 0.03 0.05
H 1.155 -5.791 -0.921 0.05 -0.01 0.03
H 5.146 -3.066 -1.188 0.01 0.02 0.02
S -7.078 0.345 0.407 0.09 -0.12 -0.15
Sb -5.625 -0.562 -1.143 0.29 0.50 0.17
S -3.725 1.157 -1.094 -1.36 0.02 0.32
S -2.467 0.422 -2.528 1.10 -0.47 1.05
```
Positions in Å, forces in eV/Å.

Properties
Kohn-Sham gap (spin up / spin down) in eV: 3.8 / 4.9
Charge: -2
Energy above the lowest of the compared OMol25 structures with the same formula, charge and spin in kcal per mole: 45.7
Highest occupied orbital energy (spin up / spin down) in hartree: -0.0094 / -0.0499
Multiplicity: 2

Results of the Mulliken charge analysis, in e, for atoms 1 through 6: atom 1 (Ir): 0.84, atom 2 (C): -1.24, atom 3 (Si): 0.58, atom 4 (C): -1.33, atom 5 (C): 0.30, atom 6 (C): -0.49

***

Max |F| values, unit hartree/bohr, following the record order: 0.023, 0.137, 0.038.